(1)
Below is a structure of composition C26H30BrNO4Pd at a distorted geometry, with properties calculated with ωB97M-V/def2-TZVPD.

As for the molecular weight: 606.85 g/mol. Its LUMO energy is 4.5 eV. The orbital gap is 5.15 eV. The charge is -2. Its energy above the lowest of the compared OMol25 structures with the same formula, charge and spin is 68.9 kJ/mol. The value obtained for the highest occupied orbital energy is -0.667 eV.

Structure (XYZ):
```
63
C26H30BrNO4Pd | OMol25 | ωB97M-V/def2-TZVPD
Pd -0.4714 -0.5311 -0.3725
C 6.1278 1.1172 -3.2466
O 5.3137 2.2165 -3.5266
C 4.0049 2.1741 -3.0364
C 3.2955 3.3780 -3.1291
C 1.9991 3.4182 -2.6681
C 1.3464 2.3037 -2.1471
C -0.0218 2.3774 -1.6714
C -0.5118 3.7183 -1.1150
O -0.8177 1.4400 -1.7045
C 2.0469 1.0371 -2.0602
O 1.5581 -0.0316 -1.6290
C 3.4151 1.0616 -2.5066
H 7.1420 1.3988 -3.5405
H 5.8268 0.2229 -3.8084
H 6.1175 0.8777 -2.1778
H 3.7746 4.2441 -3.5636
H 1.4477 4.3459 -2.7749
H 0.2627 4.2428 -0.5618
H -1.3627 3.5198 -0.4667
H -0.8488 4.3462 -1.9403
H 3.9408 0.1213 -2.4370
Br -0.8137 -5.5907 -1.8635
C -1.3806 -3.7992 -1.3853
C -0.9891 -2.7377 -2.1576
C -1.5428 -1.4635 -1.8533
N -2.3976 -1.2833 -0.8014
C -2.6530 -2.3408 -0.0257
C -2.2461 -3.6346 -0.3061
H -0.3127 -2.8489 -2.9951
H -1.6149 -0.7282 -2.6577
H -3.2800 -2.1588 0.8393
H -2.5744 -4.4689 0.2929
C -1.7499 1.3322 3.8456
C -2.6361 0.4574 2.9521
C -2.7472 1.0629 1.5493
C -2.0811 -0.9502 2.9554
C -2.8251 -1.9661 3.5184
C -2.3345 -3.2580 3.6293
C -1.0436 -3.5131 3.1907
C -0.2595 -2.5305 2.6237
C 1.1705 -2.8572 2.2467
C 1.4038 -2.7574 0.7366
C 2.1292 -1.9390 3.0125
C -0.7640 -1.1982 2.4403
O -0.0441 -0.2571 1.9439
H -2.1434 2.3479 3.9260
H -0.7550 1.3616 3.4094
H -1.6826 0.9034 4.8469
H -3.6466 0.4308 3.3960
H -1.8060 0.9252 0.9935
H -2.9646 2.1320 1.6196
H -3.5432 0.5784 0.9851
H -3.8252 -1.7429 3.8869
H -2.9376 -4.0463 4.0668
H -0.6340 -4.5171 3.3002
H 1.3763 -3.8989 2.5530
H 1.1149 -1.7537 0.3585
H 0.8094 -3.5155 0.2244
H 2.4580 -2.9269 0.5043
H 1.9137 -0.9097 2.7367
H 3.1700 -2.1658 2.7747
H 1.9809 -2.0535 4.0879
```


(2)
Below is a structure of composition C26H30CrN3O5PS2, with properties calculated with ωB97M-V/def2-TZVPD.

As for the spin multiplicity: 5. As for the molecular weight: 611.65 g/mol. Its LUMO energy (alpha / beta) is 0.2 / 0.1 eV. The orbital gap (alpha / beta) is 7.45 / 7.44 eV. The charge is 0. The value obtained for the highest occupied orbital energy (alpha / beta) is -7.285 / -7.291 eV.

Structure (XYZ):
```
68
C26H30CrN3O5PS2 | OMol25 | ωB97M-V/def2-TZVPD
Cr 0.9575 -1.8110 1.5448
C 2.0517 0.1895 6.3351
N 2.5934 -0.5838 5.2252
C 3.5680 -1.6067 5.5790
C 2.0680 -0.5564 3.9976
O 2.4381 -1.3081 3.0900
C 0.9332 0.4248 3.6990
O 0.5665 0.3304 2.3466
C 1.1196 1.2731 1.4294
C 1.9284 0.5907 0.3304
O 2.0356 -0.6553 0.2941
N 2.5574 1.3622 -0.5417
C 3.3848 0.7773 -1.5870
C 2.4628 2.8235 -0.5411
H 2.8712 0.4917 6.9856
H 1.5522 1.0876 5.9910
H 1.3462 -0.4061 6.9181
H 4.4534 -1.1334 6.0036
H 3.1367 -2.2846 6.3170
H 3.8398 -2.1667 4.6912
H 0.0610 0.1353 4.2897
H 1.1980 1.4504 3.9619
H 0.2858 1.8043 0.9562
H 1.7494 1.9924 1.9607
H 3.4887 -0.2900 -1.4205
H 2.9247 0.9540 -2.5587
H 4.3674 1.2489 -1.5624
H 1.4899 3.1568 -0.1963
H 3.2665 3.2696 0.0499
H 2.5558 3.1626 -1.5708
O -1.4939 -4.5859 3.0295
C -0.7752 -3.8470 2.3968
O -0.0469 -2.8696 2.8462
C -0.6635 -4.0296 0.8800
C -1.4120 -4.9587 0.1906
C -1.2510 -5.0470 -1.1830
C -0.3530 -4.2054 -1.8210
C 0.3531 -3.2909 -1.0610
N 0.2016 -3.2160 0.2616
H -2.0965 -5.5820 0.7480
H -1.8285 -5.7621 -1.7544
H -0.2076 -4.2390 -2.8912
H 1.0463 -2.5872 -1.5036
S -1.4113 3.1657 -0.0691
P -1.7003 1.5094 -1.1371
S -1.2540 -0.2708 -0.3517
C -0.7766 1.6842 -2.7129
C 0.0326 0.6684 -3.2040
C 0.7032 0.8217 -4.4158
C 0.5696 1.9960 -5.1391
C -0.2388 3.0185 -4.6518
C -0.9074 2.8629 -3.4491
C -3.4253 1.4718 -1.7378
C -4.3319 2.4630 -1.3916
C -5.6406 2.4100 -1.8619
C -6.0400 1.3777 -2.6944
C -5.1316 0.3867 -3.0529
C -3.8336 0.4307 -2.5720
H 0.1147 -0.2460 -2.6282
H 1.3221 0.0181 -4.7977
H 1.0853 2.1155 -6.0837
H -0.3513 3.9355 -5.2163
H -1.5314 3.6613 -3.0658
H -4.0043 3.2702 -0.7491
H -6.3463 3.1802 -1.5772
H -7.0566 1.3410 -3.0653
H -5.4418 -0.4232 -3.7009
H -3.1293 -0.3514 -2.8309
```


(3)
Below is a cluster of 8 separate species, C26H30F10O23 in total, with properties calculated with ωB97M-V/def2-TZVPD.

As for the molecular weight: 900.48 g/mol. Its LUMO energy is 0.2 eV. The orbital gap is 10.32 eV. The charge is 0. The value obtained for the highest occupied orbital energy is -10.118 eV.

Structure (XYZ):
```
89
C26H30F10O23 | OMol25 | ωB97M-V/def2-TZVPD
O -2.1699 1.5230 -2.7536
C -1.1634 1.1343 -3.2541
O -0.8660 -0.1571 -3.4905
C 0.3571 -0.2150 -4.2417
C 0.9931 1.1176 -3.8955
F 1.6981 1.6480 -4.9150
O -0.1418 1.9368 -3.6461
H 0.1305 -0.2760 -5.3041
H 0.9424 -1.0792 -3.9438
H 1.6203 1.1070 -3.0019
O 1.3854 -0.3512 -7.3743
C 0.6149 0.2281 -8.0653
O 0.8320 1.4356 -8.6291
C -0.2542 1.7286 -9.5110
C -1.3570 0.8499 -8.9551
F -2.1760 0.3724 -9.9175
O -0.6301 -0.2232 -8.3837
H 0.0050 1.4189 -10.5244
H -0.4801 2.7904 -9.4898
H -1.9653 1.3189 -8.1795
O -2.0969 -5.6244 4.1732
C -2.9119 -5.1136 3.4823
O -2.7847 -3.8916 2.9080
C -3.8971 -3.6827 2.0373
C -4.9251 -4.6426 2.5974
F -5.7119 -5.1712 1.6292
O -4.1158 -5.6591 3.1581
H -3.6257 -3.9703 1.0199
H -4.2044 -2.6429 2.0615
H -5.5600 -4.2264 3.3783
O -6.5734 -2.7610 5.7866
C -5.6795 -1.9775 5.7473
O -4.6170 -2.0615 4.9159
C -3.8467 -0.8567 5.0407
C -4.2641 -0.3679 6.4127
F -4.3055 0.9790 6.4935
O -5.5807 -0.8825 6.5340
H -4.1513 -0.1528 4.2671
H -2.7869 -1.0737 4.9465
H -3.6611 -0.7508 7.2375
O 5.3380 1.6173 -0.9632
C 6.0760 2.3190 -0.3598
O 5.9923 2.5818 0.9641
C 7.1392 3.3383 1.3545
C 7.5702 3.9498 0.0365
F 8.9197 4.0725 -0.0637
O 7.1282 2.9960 -0.9045
H 7.9092 2.6640 1.7330
H 6.8717 4.0654 2.1151
H 7.1178 4.9162 -0.1903
O 14.4501 1.5433 -2.4938
C 13.5692 2.2782 -2.2062
O 12.5603 1.9921 -1.3478
C 11.7904 3.1774 -1.1356
C 12.1135 3.9861 -2.3748
F 12.1447 5.3184 -2.1310
O 13.4123 3.5402 -2.7029
H 12.1497 3.6908 -0.2420
H 10.7404 2.9330 -1.0318
H 11.4496 3.8043 -3.2220
O -9.4353 -8.2278 3.7722
C -9.3745 -7.0882 4.0866
O -8.2452 -6.3434 4.1160
C -8.5998 -4.9848 4.3877
C -9.9450 -5.1431 5.0635
F -10.7936 -4.1253 4.7808
O -10.4402 -6.3354 4.4888
H -8.7089 -4.4427 3.4463
H -7.8518 -4.5031 5.0084
H -9.8973 -5.2635 6.1472
C 2.3212 1.2534 0.2500
O 1.8214 2.5433 0.5779
C 0.6108 2.5374 1.3017
C -0.6225 2.3918 0.3959
O -1.2113 1.1053 0.5878
C -2.5500 0.9956 0.1845
C -3.4975 0.9266 1.3914
F -3.9466 -0.3300 1.6039
F -4.5848 1.6887 1.2311
F -2.9154 1.3121 2.5304
H 1.9896 0.5007 0.9784
H 1.9662 0.9348 -0.7455
H 3.4127 1.3074 0.2123
H 0.5871 1.7137 2.0345
H 0.5611 3.4809 1.8595
H -0.2820 2.4928 -0.6469
H -1.3596 3.1858 0.5811
H -2.6592 0.0398 -0.3439
H -2.8673 1.8156 -0.4663
```